C20H48FN4O9PS3 | ωB97M-V/def2-TZVPD

Each atom is followed by the atoms it is bonded to, with distances in Å.
CARTESIAN COORDINATES (ANGSTROEM)
1 S 2.85930 2.34216 4.18079  O8 1.667, O13 1.496, O14 1.491, C28 1.858
2 S 0.56890 -1.45275 5.71748  P4 1.942
3 S 0.25767 -0.40789 1.88853  F5 1.678, O6 1.499, O12 1.495, C29 1.852
4 P 0.62500 0.43189 5.25104  S2 1.942, C28 1.897, H60 1.443, H80 1.446
5 F 0.45165 -0.49748 0.22376  S3 1.678
6 O 0.97867 -1.60774 2.42540  S3 1.499
7 O 5.33667 6.56404 1.52483  C19 1.418, C33 1.421
8 O 2.04702 3.65183 3.54617  S1 1.667, C38 1.464
9 O -1.79249 -6.59339 -2.85224  C35 1.419, C37 1.422
10 O -4.43709 -3.11400 -1.22910  C20 1.423, C23 1.419
11 O -1.56123 2.29329 -0.34962  C36 1.235
12 O -1.17591 -0.49706 2.30284  S3 1.495
13 O 4.11195 2.17254 3.38133  S1 1.496
14 O 3.21187 2.48049 5.62298  S1 1.491
15 N -2.28497 -2.25464 -2.92717  C34 1.469, H68 1.018, H85 1.020
16 N -1.64779 -9.41193 -3.40093  C24 1.468, H52 1.018, H57 1.019
17 N 5.51740 3.74436 0.98733  C25 1.467, H53 1.019, H71 1.019
18 N -1.98844 4.52738 0.37227  C26 1.483, C32 1.490, C36 1.439
19 C 5.95209 7.39469 0.55458  O7 1.418, H65 1.092, H67 1.094, H78 1.092
20 C -3.48495 -2.17223 -0.74750  O10 1.423, C34 1.540, H49 1.095, H63 1.097
21 C 0.15326 3.24123 1.07056  C22 1.596, C36 1.599, H50 1.143, H81 1.133
22 C 0.09236 2.42991 2.44399  C21 1.596, C29 1.611, C38 1.617, H41 1.134
23 C -4.28934 -4.42185 -0.69996  O10 1.419, H44 1.092, H51 1.092, H77 1.094
24 C -2.62453 -8.57671 -4.11076  N16 1.468, C30 1.526, C37 1.541, H86 1.095
25 C 4.52371 4.56203 0.28287  N17 1.467, C31 1.526, C33 1.541, H48 1.096
26 C -1.85491 5.21465 1.67906  N18 1.483, H40 1.140, H73 1.147, H82 1.141
27 C -1.25165 -3.39649 -1.03936  C34 1.526, H56 1.091, H59 1.093, H83 1.094
28 C 1.79497 0.86238 3.82124  S1 1.858, P4 1.897, C29 1.598, H72 1.141
29 C 1.08384 1.16090 2.42188  S3 1.852, C22 1.611, C28 1.598, H84 1.144
30 C -2.12181 -8.32752 -5.53001  C24 1.526, H42 1.093, H45 1.091, H47 1.093
31 C 5.01016 4.81200 -1.14210  C25 1.526, H43 1.091, H62 1.093, H70 1.093
32 C -3.40276 4.37695 -0.07340  N18 1.490, H54 1.129, H75 1.144, H79 1.127
33 C 4.19736 5.85429 1.05719  O7 1.421, C25 1.541, H39 1.095, H55 1.098
34 C -2.12457 -2.22075 -1.46740  N15 1.469, C20 1.540, C27 1.526, H61 1.095
35 C -1.15547 -5.76617 -3.81386  O9 1.419, H64 1.094, H74 1.091, H76 1.092
36 C -1.24413 3.29784 0.29520  O11 1.235, N18 1.439, C21 1.599
37 C -2.93903 -7.28409 -3.33316  O9 1.422, C24 1.541, H58 1.095, H69 1.097
38 C 0.59816 3.44527 3.59600  O8 1.464, C22 1.617, H46 1.132, H66 1.133
39 H 3.63978 5.57378 1.95718  C33 1.095
40 H -0.81734 5.64964 1.86216  C26 1.140
41 H -0.94438 2.02905 2.67099  C22 1.134
42 H -2.73559 -7.57901 -6.03771  C30 1.093
43 H 6.04282 5.16091 -1.17766  C31 1.091
44 H -3.60771 -5.00677 -1.32179  C23 1.092
45 H -1.08394 -7.99316 -5.55503  C30 1.091
46 H 0.14154 4.45287 3.35560  C38 1.132
47 H -2.17160 -9.24959 -6.11565  C30 1.093
48 H 3.59583 3.98255 0.20992  C25 1.096
49 H -3.92815 -1.18842 -0.93307  C20 1.095
50 H 0.84916 2.65830 0.37583  C21 1.143
51 H -5.26556 -4.91074 -0.73300  C23 1.092
52 H -2.02928 -9.65662 -2.48957  N16 1.018
53 H 5.14555 3.49952 1.90371  N17 1.019
54 H -3.50078 4.89440 -1.07226  C32 1.129
55 H 3.53955 6.51570 0.47896  C33 1.098
56 H -1.57847 -4.34265 -1.47236  C27 1.091
57 H -0.84962 -8.81924 -3.17556  N16 1.019
58 H -3.50841 -7.56056 -2.43957  C37 1.095
59 H -1.24253 -3.50272 0.04861  C27 1.093
60 H -0.67817 0.98475 4.96872  P4 1.443
61 H -1.58430 -1.30544 -1.20549  C34 1.095
62 H 4.38122 5.54958 -1.64803  C31 1.093
63 H -3.36897 -2.25882 0.33948  C20 1.097
64 H -1.86954 -5.31023 -4.50537  C35 1.094
65 H 6.70676 6.83299 0.00038  C19 1.092
66 H 0.22903 3.16545 4.62992  C38 1.133
67 H 5.22412 7.83536 -0.13250  C19 1.094
68 H -2.78587 -1.41807 -3.21937  N15 1.018
69 H -3.58193 -6.61081 -3.91333  C37 1.097
70 H 4.96847 3.88671 -1.72320  C31 1.093
71 H 6.30908 4.34909 1.20306  N17 1.019
72 H 2.52079 -0.01145 3.71587  C28 1.141
73 H -2.18672 4.57646 2.57210  C26 1.147
74 H -0.63536 -4.96953 -3.28051  C35 1.091
75 H -4.05700 4.97301 0.65085  C32 1.144
76 H -0.40441 -6.33767 -4.36323  C35 1.092
77 H -3.94317 -4.41003 0.33736  C23 1.094
78 H 6.46477 8.20298 1.07986  C19 1.092
79 H -3.79663 3.32122 -0.04870  C32 1.127
80 H 1.10940 1.13743 6.41664  P4 1.446
81 H 0.63519 4.25922 1.18947  C21 1.133
82 H -2.55229 6.11794 1.69231  C26 1.141
83 H -0.21908 -3.23968 -1.36509  C27 1.094
84 H 1.92599 1.36755 1.67520  C29 1.144
85 H -2.93427 -3.01077 -3.14243  N15 1.020
86 H -3.55889 -9.14192 -4.19448  C24 1.095

As for the multiplicity: 1. The lowest unoccupied orbital energy comes out at -0.44 eV. For the HOMO energy, the calculation gives -0.331 Eh.

Here are the Mulliken charges for atoms 1 to 5, given in e: number 1, S, carries 1.3626; number 2, S, carries -0.2974; number 3, S, carries 1.5575; number 4, P, carries 0.0776; number 5, F, carries -0.2536